(1)
Below is a molecular structure, C57H38Cl5MnNOP2, with properties calculated with wB97M-V/def2-TZVPD.

expectation value of S² = 1.108
HOMO level (alpha / beta) = -7.49 / -7.27 eV
molar mass = 1047.088 g mol⁻¹
E_LUMO (alpha / beta) = 0.191 / 0.177 eV
total energy = -6459.56319 a.u.
HOMO-LUMO gap (alpha / beta) = 7.7 / 7.4 eV
ΔE to the lowest compared entry with this formula, charge and spin = 0.000 eV

The geometry in ORCA input format:
```
! RIJCOSX wB97M-V def2-TZVPD def2/J DEFGRID3
* xyz 0 2
Mn 0.0344 0.3682 0.2695
C 2.8451 0.9767 3.5273
C 4.0097 0.4400 2.9826
C 4.0066 0.0264 1.6609
C 2.8387 0.1331 0.9038
C 1.6346 0.6216 1.4283
C 1.6888 1.0588 2.7619
C 2.7945 -0.2804 -0.5111
C 3.9775 -0.2680 -1.3055
C 3.8904 -0.5148 -2.6331
C 2.6283 -0.8072 -3.2078
C 2.4654 -1.0395 -4.5954
C 1.2340 -1.3130 -5.1130
C 0.1133 -1.3799 -4.2527
C 0.2490 -1.1525 -2.9147
C 1.5112 -0.8408 -2.3574
N 1.6047 -0.5567 -1.0129
H 2.8401 1.3256 4.5534
H 4.9084 0.3514 3.5795
H 4.9054 -0.4022 1.2350
H 0.8101 1.4880 3.2243
H 4.9185 -0.0069 -0.8461
H 4.7673 -0.4713 -3.2682
H 3.3380 -0.9894 -5.2345
H 1.1111 -1.4765 -6.1752
H -0.8641 -1.6077 -4.6579
H -0.6069 -1.2002 -2.2595
O -1.7653 0.0862 2.8313
C -1.7062 1.1831 3.6517
C -1.6929 1.0937 5.0360
C -1.5772 2.2602 5.7778
C -1.4604 3.4882 5.1426
C -1.4158 3.5401 3.7572
C -1.5235 2.3894 2.9838
P -1.2321 2.3445 1.1586
C -2.9075 2.6446 0.4945
C -4.0057 2.0755 1.1356
C -5.2773 2.1926 0.5965
C -5.4650 2.8786 -0.5961
C -4.3770 3.4421 -1.2458
C -3.1040 3.3235 -0.7048
C -0.3737 3.9397 0.9142
C 1.0159 3.9632 0.9817
C 1.7030 5.1690 0.9251
C 1.0126 6.3614 0.7896
C -0.3754 6.3499 0.7197
C -1.0609 5.1493 0.7909
C -2.2025 -1.1497 3.2173
C -3.2461 -1.3265 4.1182
C -3.6129 -2.6121 4.4795
C -2.9452 -3.7110 3.9507
C -1.9478 -3.5100 3.0133
C -1.5744 -2.2298 2.6031
P -0.3856 -2.0069 1.2157
C 0.9940 -3.0764 1.8056
C 1.9043 -2.5136 2.6984
C 2.9217 -3.2785 3.2486
C 3.0448 -4.6189 2.9172
C 2.1388 -5.1936 2.0390
C 1.1163 -4.4303 1.4925
C -1.1674 -3.0734 -0.0520
C -2.5206 -3.3954 -0.0625
C -3.0645 -4.1294 -1.1088
C -2.2619 -4.5557 -2.1549
C -0.9098 -4.2379 -2.1566
C -0.3716 -3.4976 -1.1167
H -1.7533 0.1332 5.5257
H -1.5688 2.2016 6.8581
H -1.3736 4.3976 5.7200
H -1.2554 4.4940 3.2709
H -3.8696 1.5313 2.0616
H -6.1198 1.7438 1.1054
H -6.4566 2.9691 -1.0196
H -4.5130 3.9654 -2.1831
H -2.2590 3.7479 -1.2368
H 1.5658 3.0375 1.0827
H 2.7836 5.1677 0.9739
H 1.5489 7.2994 0.7363
H -0.9244 7.2761 0.6149
H -2.1426 5.1570 0.7474
H -3.7575 -0.4686 4.5319
H -4.4213 -2.7541 5.1837
H -3.2110 -4.7133 4.2549
H -1.4496 -4.3659 2.5724
H 1.8213 -1.4744 2.9688
H 3.6203 -2.8158 3.9330
H 3.8405 -5.2153 3.3449
H 2.2223 -6.2400 1.7771
H 0.4185 -4.9007 0.8138
H -3.1674 -3.0639 0.7399
H -4.1201 -4.3657 -1.1032
H -2.6875 -5.1270 -2.9690
H -0.2746 -4.5547 -2.9731
H 0.6830 -3.2501 -1.1313
Cl 1.9054 2.5614 -2.1191
C 0.2143 2.2220 -2.4122
C -0.4582 1.3780 -1.5454
C -1.7338 1.0330 -1.9446
Cl -2.5550 -0.1348 -0.9114
C -2.3625 1.4744 -3.0985
Cl -3.9503 0.9465 -3.5143
C -1.6679 2.3644 -3.9132
Cl -2.4059 2.9756 -5.3460
C -0.3646 2.7355 -3.5732
Cl 0.5111 3.7979 -4.6134
*
```

=====

(2)
Below is 4 unconnected molecules or ions with the total composition C57H38N2O6S at a distorted geometry, with properties calculated with wB97M-V/def2-TZVPD.

HOMO level = -7.73 eV
molar mass = 879.006 g mol⁻¹
E_LUMO = -1.095 eV
total energy = -3153.39343 a.u.
HOMO-LUMO gap = 6.6 eV

The geometry in ORCA input format:
```
! RIJCOSX wB97M-V def2-TZVPD def2/J DEFGRID3
* xyz 0 1
C 3.4580 0.6455 5.3734
C 3.7532 0.4960 3.7457
C 5.2369 0.6962 3.0444
N 2.6476 0.2100 2.9480
C 1.9065 1.5446 2.8655
C 2.6131 2.8620 2.1296
C 1.7408 4.2687 2.0260
C 0.2218 4.4785 2.6239
C -0.4758 3.1805 3.3558
C 0.3871 1.7508 3.4496
S -0.5738 0.3203 4.2758
C -2.3359 0.5764 3.5820
C -3.2793 -0.6826 3.1185
C -4.7620 -0.3609 2.4879
C -5.2504 1.2218 2.3246
C -4.2998 2.4845 2.8158
C -2.7903 2.1817 3.4635
N -1.8717 3.3184 3.9240
H 4.4968 0.7024 5.9152
H 2.7853 -0.2534 5.7777
H 2.8174 1.6344 5.5566
H 5.3438 0.1240 2.0238
H 5.4966 1.8402 2.8238
H 6.0467 0.3497 3.8380
H 3.7018 2.7211 1.6805
H 2.2462 5.1687 1.4728
H -0.3971 5.4895 2.5619
H -2.8444 -1.7621 3.2479
H -5.4334 -1.2753 2.1249
H -6.3093 1.4602 1.8383
H -4.6313 3.6134 2.6969
H -1.7746 3.1411 4.9689
O -4.8091 0.0935 -1.6250
C -3.9418 -0.3809 -2.3482
C -4.0987 -0.3609 -3.8169
C -5.2382 0.2239 -4.3846
C -5.3748 0.2824 -5.7723
C -4.3770 -0.2396 -6.5950
C -3.2493 -0.8384 -6.0312
C -3.1128 -0.9047 -4.6392
C -1.9251 -1.5559 -4.0517
O -1.0858 -2.0821 -4.7733
C -1.7585 -1.5584 -2.5848
C -0.6173 -2.1418 -2.0185
C -0.4348 -2.1191 -0.6351
C -1.3877 -1.5154 0.1848
C -2.5329 -0.9462 -0.3765
C -2.7214 -0.9725 -1.7645
H -6.0185 0.6384 -3.7487
H -6.2581 0.7408 -6.2116
H -4.4776 -0.1827 -7.6766
H -2.4769 -1.2485 -6.6797
H 0.1334 -2.6105 -2.6527
H 0.4538 -2.5690 -0.1975
H -1.2408 -1.4892 1.2624
H -3.2736 -0.4796 0.2710
O -3.7862 -9.7677 0.6358
C -3.5290 -8.6196 0.9761
C -3.8364 -8.1583 2.3453
C -4.4065 -9.0479 3.2653
C -4.6628 -8.6311 4.5723
C -4.3506 -7.3297 4.9644
C -3.7988 -6.4366 4.0445
C -3.5470 -6.8499 2.7306
C -2.9798 -5.8931 1.7597
O -2.7767 -4.7284 2.0830
C -2.6543 -6.3592 0.3973
C -2.0822 -5.4689 -0.5210
C -1.7399 -5.9093 -1.8004
C -1.9665 -7.2360 -2.1656
C -2.5499 -8.1213 -1.2567
C -2.8997 -7.6805 0.0264
H -4.6477 -10.0669 2.9678
H -5.1013 -9.3245 5.2866
H -4.5386 -7.0087 5.9866
H -3.5624 -5.4206 4.3564
H -1.8978 -4.4330 -0.2413
H -1.2921 -5.2176 -2.5106
H -1.6909 -7.5817 -3.1596
H -2.7264 -9.1547 -1.5509
O 6.2340 4.7587 -0.2049
C 6.0308 5.3446 -1.2611
C 7.1624 5.8245 -2.0804
C 8.4760 5.5882 -1.6547
C 9.5503 6.0032 -2.4429
C 9.3176 6.6520 -3.6553
C 8.0098 6.9041 -4.0726
C 6.9300 6.4951 -3.2806
C 5.5504 6.7819 -3.7214
O 5.3474 7.4191 -4.7485
C 4.4195 6.2851 -2.9129
C 3.1062 6.5205 -3.3410
C 2.0312 6.0256 -2.6011
C 2.2633 5.2961 -1.4354
C 3.5711 5.0728 -0.9993
C 4.6519 5.5732 -1.7371
H 8.6652 5.0774 -0.7122
H 10.5697 5.8149 -2.1132
H 10.1548 6.9642 -4.2757
H 7.8358 7.4158 -5.0178
H 2.9174 7.0849 -4.2527
H 1.0124 6.2059 -2.9372
H 1.4257 4.9022 -0.8638
H 3.7435 4.5050 -0.0864
*
```

=====

(3)
Below is a molecular structure, C57H39N6O5Tc, with properties calculated with wB97M-V/def2-TZVPD.

expectation value of S² = 0.790
HOMO level (alpha / beta) = -9.52 / -9.45 eV
molar mass = 985.976 g mol⁻¹
E_LUMO (alpha / beta) = -3.935 / -3.918 eV
total energy = -2980.66536 a.u.
HOMO-LUMO gap (alpha / beta) = 5.6 / 5.5 eV

The geometry in ORCA input format:
```
! RIJCOSX wB97M-V def2-TZVPD def2/J DEFGRID3
* xyz 1 2
Tc 1.1994 0.4637 0.1615
C 0.3954 -1.1581 -7.3453
C -0.2129 -0.0827 -6.7138
C -0.0670 0.0931 -5.3433
C 0.6823 -0.8060 -4.5920
C 1.2897 -1.8820 -5.2340
C 1.1487 -2.0586 -6.6029
C 0.8629 -0.5638 -3.1203
C -0.0608 -1.1759 -2.1808
C -0.9518 -2.1965 -2.7586
C -1.9718 -2.9031 -2.2724
C -2.1312 -1.8049 -0.0572
C -2.7557 -1.1302 0.9136
C -4.2328 -1.1216 1.1650
C -4.7353 -1.8262 2.2561
C -6.0786 -1.7404 2.5815
C -6.9250 -0.9347 1.8283
C -6.4237 -0.2204 0.7502
C -5.0762 -0.3066 0.4238
C -2.0668 -0.3578 1.9436
N 0.1523 0.5536 1.8275
C -0.1789 1.5106 2.7457
C 0.8312 2.5509 2.9579
C 0.5727 3.5328 4.0478
C 0.4845 3.1134 5.3739
C 0.2560 4.0330 6.3858
C 0.1021 5.3790 6.0815
C 0.1797 5.8026 4.7626
C 0.4145 4.8835 3.7495
C 1.9596 2.6715 2.2200
C 3.0352 3.6246 2.4791
C 3.9453 3.4747 1.5108
C 3.4582 2.4400 0.5940
N 2.2994 1.9332 1.0511
C 4.0633 2.1237 -0.6419
C 3.4605 1.3691 -1.6366
C 3.9334 1.2643 -3.0144
C 3.0007 0.6085 -3.7195
C 1.9477 0.2036 -2.7900
N 2.2722 0.6914 -1.5354
C 5.3749 2.7811 -0.9441
C 5.4359 3.9027 -1.7684
C 6.6513 4.5221 -2.0266
C 7.8192 4.0282 -1.4599
C 7.7663 2.9143 -0.6347
C 6.5492 2.2964 -0.3787
C -1.4353 1.5185 3.3021
C -2.4337 0.7023 2.6844
N -0.0028 -0.8671 -0.9061
H 0.2857 -1.2940 -8.4131
H -0.7965 0.6249 -7.2880
H -0.5353 0.9368 -4.8501
H 1.8812 -2.5825 -4.6554
H 1.6287 -2.8976 -7.0898
H -0.7180 -2.4071 -3.7904
H -2.4232 -3.6030 -2.9707
H -4.0665 -2.4418 2.8476
H -6.4654 -2.2986 3.4241
H -7.9739 -0.8627 2.0843
H -7.0794 0.4082 0.1620
H -4.6795 0.2500 -0.4169
H 0.6099 2.0637 5.6126
H 0.2016 3.6984 7.4132
H -0.0804 6.0957 6.8712
H 0.0558 6.8497 4.5202
H 0.4708 5.2109 2.7182
H 3.0687 4.3064 3.3123
H 4.8750 4.0085 1.3941
H 4.8655 1.6683 -3.3757
H 3.0156 0.3776 -4.7719
H 4.5227 4.2913 -2.2040
H 6.6857 5.3936 -2.6672
H 8.7667 4.5113 -1.6590
H 8.6727 2.5249 -0.1900
H 6.5109 1.4299 0.2721
H -1.7030 2.2939 4.0017
H -3.4764 0.9922 2.7060
O 1.4044 -5.2661 2.7451
C 1.9412 -4.1451 3.2534
O 2.2066 -4.0418 4.4100
C 2.2111 -3.0385 2.2738
C 3.4133 -2.7167 1.6894
N 3.2117 -1.5834 0.9820
N 1.9610 -1.1489 1.0855
C 1.3332 -2.0170 1.8721
C -0.1015 -1.9638 2.2144
O -0.7874 -2.8529 2.5681
O -0.6763 -0.6338 2.2290
H 1.2207 -5.1575 1.8028
H 4.3751 -3.1987 1.7305
H 3.8743 -1.0320 0.4537
C -2.2669 -4.2476 -0.2610
C -2.6592 -2.9063 -0.9390
O -0.7201 -1.7947 -0.0782
C -4.1667 -2.8232 -1.2032
C -5.0895 -3.5524 -0.4641
C -6.4486 -3.4560 -0.7346
C -6.9023 -2.6440 -1.7622
C -5.9874 -1.9242 -2.5193
C -4.6334 -2.0146 -2.2385
H -1.1830 -4.3533 -0.2584
H -2.6979 -5.0856 -0.8094
H -2.6209 -4.2786 0.7697
H -4.7642 -4.1902 0.3460
H -7.1526 -4.0228 -0.1394
H -7.9609 -2.5768 -1.9764
H -6.3285 -1.2907 -3.3282
H -3.9281 -1.4415 -2.8312
*
```

=====

(4)
Below is a molecular structure, C57H42Br4CdN4O4P2S at a distorted geometry, with properties calculated with wB97M-V/def2-TZVPD.

HOMO level = -1.42 eV
molar mass = 1373.030 g mol⁻¹
E_LUMO = 3.818 eV
total energy = -14261.75906 a.u.
HOMO-LUMO gap = 5.2 eV
ΔE to the lowest compared entry with this formula, charge and spin = 3.135 eV

The geometry in ORCA input format:
```
! RIJCOSX wB97M-V def2-TZVPD def2/J DEFGRID3
* xyz -2 1
Cd 2.9042 0.6033 -1.2501
O 0.7727 1.5672 -0.1616
N 1.3074 2.1389 0.8799
N 2.0944 1.3408 1.5666
O 2.3569 0.1276 1.2270
C 2.6316 1.8640 2.7429
C 2.3648 3.1761 3.1597
C 2.8747 3.6063 4.3791
C 3.6401 2.7588 5.1741
C 3.9230 1.4712 4.7282
C 3.4251 1.0198 3.5194
H 1.7676 3.8550 2.5282
H 2.6635 4.6289 4.7097
H 4.0234 3.1110 6.1332
H 4.5427 0.8015 5.3280
H 3.6463 -0.0011 3.1433
Br 1.5377 3.7782 -7.4636
C 2.0791 3.4315 -5.6839
C 2.2858 4.4992 -4.7950
Br 2.0637 6.2811 -5.3726
C 2.6773 4.2265 -3.4962
Br 3.0171 5.6151 -2.2581
C 2.8866 2.9181 -2.9934
O 3.2625 2.7112 -1.7822
C 2.6583 1.8102 -3.9160
O 2.8058 0.6032 -3.5290
C 2.2681 2.1363 -5.2419
Br 2.0343 0.6599 -6.4052
C -2.8344 -1.7113 0.2041
N -3.4398 -0.6291 0.9264
C -3.3029 0.6478 0.2767
P -1.4457 1.1754 0.0201
C -1.3075 1.6238 1.7796
C -1.9894 2.7281 2.2968
C -1.9197 3.0156 3.6574
C -1.1566 2.2244 4.5031
C -0.4939 1.1187 3.9877
C -0.5856 0.8139 2.6392
C -1.7449 2.8089 -0.7534
C -0.9306 3.8936 -0.3986
C -0.9875 5.0834 -1.1068
C -1.8587 5.2199 -2.1761
C -2.6773 4.1550 -2.5270
C -2.6170 2.9576 -1.8290
C -4.1229 -0.8368 2.1176
C -4.7156 -2.0822 2.4138
C -5.4152 -2.2757 3.5853
C -5.5610 -1.2494 4.5135
C -4.9701 -0.0248 4.2406
C -4.2584 0.1832 3.0726
P -0.9527 -1.5414 0.2176
C -0.5583 -3.0288 1.2042
C 0.5725 -3.8208 0.9669
C 0.9749 -4.7724 1.8943
C 0.2805 -4.9338 3.0884
C -0.8143 -4.1292 3.3499
C -1.2240 -3.1757 2.4247
C -0.7990 -1.9934 -1.5844
C -0.0840 -0.6614 -3.1799
C -0.7025 -1.0316 -4.5358
C -0.7092 -2.4957 -5.0123
C -1.4553 -3.8150 -3.4163
C -0.8113 -3.4478 -2.0677
H -3.2134 -1.7074 -0.8310
H -3.1065 -2.6879 0.6425
H -3.8688 1.4287 0.8056
H -3.7544 0.5728 -0.7350
H -2.5895 3.3883 1.6456
H -2.4691 3.8792 4.0424
H -1.0797 2.4685 5.5676
H 0.1203 0.4873 4.6395
H -0.0673 -0.0766 2.2631
H -0.2229 3.7901 0.4308
H -0.3285 5.9075 -0.8236
H -1.8950 6.1535 -2.7498
H -3.3675 4.2501 -3.3644
H -3.2561 2.1216 -2.1396
H -4.6384 -2.9129 1.6948
H -5.8595 -3.2539 3.7848
H -6.1375 -1.3987 5.4282
H -5.0464 0.7895 4.9666
H -3.7830 1.1542 2.9147
H 1.1542 -3.6852 0.0303
H 1.8585 -5.3783 1.6771
H 0.6144 -5.6685 3.8241
H -1.3636 -4.2234 4.2874
H -2.0498 -2.5078 2.6832
H 0.3993 0.3381 -3.1426
H -0.6095 -0.2702 -5.3285
H -0.6337 -2.6345 -6.1077
H -1.9415 -4.8096 -3.4679
H -0.8686 -4.2399 -1.2925
S 2.1244 -3.9378 -2.3380
C 0.5605 -3.2259 -2.8114
C -0.0850 -3.6014 -4.1521
C -2.0862 -2.7270 -4.2998
C -2.0794 -1.2724 -3.8173
C -1.4432 -0.9131 -2.4798
C 0.5660 -1.7556 -2.3390
N 1.7414 -1.4274 -1.6704
C 2.6086 -2.3855 -1.5942
C 3.8713 -2.2149 -0.9141
C 4.5530 -3.3554 -0.4786
C 5.7106 -3.2190 0.2625
C 6.1933 -1.9517 0.5331
C 5.5148 -0.8242 0.0693
C 4.3508 -0.9229 -0.6583
H 0.4180 -4.4244 -4.6947
H -2.9579 -3.0282 -4.9031
H -2.9606 -0.6647 -4.1139
H -1.9101 -0.0407 -1.9652
H 4.1377 -4.3446 -0.7033
H 6.2336 -4.1030 0.6317
H 7.1007 -1.8223 1.1243
H 5.9438 0.1546 0.3022
*
```